1.
# C12H26NO3P2Y

A structure of composition C12H26NO3P2Y (the ωB97M-V functional and the def2-TZVPD basis, the Open Molecules 2025 dataset).

Positions of all 45 atoms, in Å:
Y -0.27 0.23 -0.03
P 2.11 1.35 -0.99
C 3.04 -0.29 -1.33
C 2.53 -1.60 -0.70
N 1.27 -1.70 -0.18
C 0.84 -2.92 0.24
C 1.70 -4.01 0.26
C 2.93 -3.96 -0.42
C 3.27 -2.74 -1.01
C -0.52 -3.01 0.97
P -1.97 -1.96 0.46
H 4.15 -2.62 -1.64
H 1.38 -4.89 0.82
H 3.61 -4.79 -0.42
H -0.88 -4.06 0.84
H -0.31 -2.79 2.05
H 3.04 -0.51 -2.41
H 4.09 -0.16 -1.02
H 0.12 -0.65 -5.17
O 0.45 -1.32 -5.77
H 1.16 -1.75 -5.25
H -2.27 1.54 -1.72
O -1.89 0.71 -1.85
H -1.89 0.65 -2.78
C -2.49 -3.01 -0.97
H -2.44 -4.08 -0.69
H -3.53 -2.76 -1.25
H -1.84 -2.84 -1.85
C -3.20 -2.37 1.80
H -4.09 -1.73 1.61
H -3.51 -3.43 1.80
H -2.76 -2.09 2.77
C 3.42 2.16 0.00
H 4.19 2.46 -0.74
H 3.11 3.03 0.62
H 3.80 1.35 0.64
C 2.17 2.21 -2.62
H 1.63 3.17 -2.63
H 3.22 2.43 -2.85
H 1.75 1.64 -3.47
C -1.48 2.62 2.03
O -1.09 1.67 1.06
H -2.52 2.44 2.34
H -1.40 3.64 1.65
H -0.80 2.48 2.87

## Properties
LUMO energy (eV): -6.47
Highest occupied orbital energy (hartree): -0.5830
E_tot (hartree): -1473.91460
Multiplicity: 1
Total charge: +2

2.
# C12H26NO9Sr

A structure of composition C12H26NO9Sr (the ωB97M-V functional and the def2-TZVPD basis, the Open Molecules 2025 dataset).

Positions of all 49 atoms, in Å:
Sr 0.01 0.61 0.18
C 3.06 -2.89 1.26
C 2.73 -1.52 1.89
O 1.82 -0.85 1.30
O 3.39 -1.21 2.88
H 3.04 -3.67 2.03
H 4.09 -2.87 0.91
H 2.36 -3.15 0.47
C 1.42 4.36 2.31
C 1.16 3.04 1.59
O 0.86 3.11 0.35
O 1.26 1.98 2.22
H 2.10 4.23 3.15
H 0.47 4.76 2.66
H 1.81 5.09 1.59
C -3.13 0.76 3.42
C -2.19 0.58 2.23
O -1.60 -0.51 2.11
O -2.03 1.54 1.42
H -3.62 1.73 3.41
H -2.52 0.68 4.32
H -3.86 -0.05 3.43
C -3.44 0.80 -1.30
O -2.35 -0.07 -1.15
C -2.68 -1.41 -1.43
C -1.65 -2.34 -0.79
N -0.29 -1.83 -0.80
C 0.25 -1.69 -2.15
C 1.71 -1.31 -2.14
O 1.90 0.00 -1.63
C 3.25 0.40 -1.75
H -3.06 1.82 -1.31
H -4.13 0.70 -0.46
H -3.95 0.63 -2.26
H -2.71 -1.55 -2.52
H -3.66 -1.67 -1.02
H -1.74 -3.34 -1.26
H -1.92 -2.46 0.26
H 0.26 -2.51 -0.28
H -0.35 -0.93 -2.65
H 0.10 -2.60 -2.76
H 2.09 -1.35 -3.17
H 2.28 -2.02 -1.53
H 3.31 1.41 -1.35
H 3.54 0.40 -2.80
H 3.89 -0.25 -1.15
O -0.34 1.66 -2.23
H 0.19 1.63 -3.03
H -1.14 2.14 -2.45

## Properties
LUMO energy (eV): 2.00
ΔE to the lowest compared entry with this formula, charge and spin (kcal per mole): 8.2
Highest occupied orbital energy (hartree): -0.1729
E_tot (hartree): -1235.70026
Multiplicity: 1
Total charge: -1

3.
# C12H26O5RuS

A structure of composition C12H26O5RuS (the ωB97M-V functional and the def2-TZVPD basis, the Open Molecules 2025 dataset).

Positions of all 45 atoms, in Å:
Ru 0.09 0.03 -0.02
C 1.95 2.37 -0.43
C 1.78 1.78 -1.81
O 0.51 1.05 -1.83
C -0.65 1.72 -2.41
C -1.59 2.11 -1.30
O -1.76 0.96 -0.41
C -2.74 -0.01 -0.95
C -2.38 -1.40 -0.46
O -0.95 -1.52 -0.70
C -0.23 -2.78 -0.44
C 1.25 -2.48 -0.62
O 1.56 -1.35 0.26
C 2.91 -0.78 0.24
C 2.80 0.52 1.02
O 1.67 1.32 0.55
H 1.22 3.15 -0.22
H 2.95 2.77 -0.27
H 2.55 1.06 -2.06
H 1.77 2.55 -2.58
H -1.09 1.01 -3.11
H -0.33 2.60 -2.98
H -2.56 2.43 -1.68
H -1.19 2.90 -0.67
H -2.70 0.02 -2.04
H -3.73 0.28 -0.61
H -2.91 -2.15 -1.04
H -2.57 -1.55 0.60
H -0.56 -3.52 -1.17
H -0.47 -3.11 0.57
H 1.48 -2.21 -1.64
H 1.84 -3.34 -0.31
H 3.20 -0.65 -0.81
H 3.59 -1.47 0.73
H 3.72 1.10 0.94
H 2.60 0.32 2.07
C -1.94 0.77 2.66
S -0.32 0.07 2.31
C -0.49 -1.60 2.98
H -2.74 0.16 2.24
H -1.96 1.78 2.26
H -2.03 0.81 3.74
H -0.60 -1.48 4.06
H 0.43 -2.15 2.78
H -1.36 -2.11 2.58

## Properties
LUMO energy (spin up / spin down) (eV): -11.05 / -12.36
ΔE to the lowest compared entry with this formula, charge and spin (kcal per mole): 0.0
Highest occupied orbital energy (spin up / spin down) (hartree): -0.7523 / -0.7475
E_tot (hartree): -1340.98600
Multiplicity: 2
Total charge: +3

4.
# C12H27BrMnNO2

A structure of composition C12H27BrMnNO2 (the ωB97M-V functional and the def2-TZVPD basis, the Open Molecules 2025 dataset).

Positions of all 44 atoms, in Å:
Mn 11.96 -2.41 -6.39
Br 10.99 -0.01 -6.29
C 12.16 2.32 -8.81
C 11.45 3.51 -7.99
C 9.91 3.61 -8.03
O 11.55 3.28 -6.61
H 13.17 2.05 -8.52
H 12.28 2.73 -9.81
H 11.57 1.41 -8.87
H 12.02 4.40 -8.27
H 9.50 4.40 -7.40
H 9.48 2.68 -7.67
H 9.61 3.92 -9.04
H 11.43 2.36 -6.33
C 5.57 0.11 -9.28
C 6.66 1.13 -8.83
C 6.03 2.54 -8.96
C 5.03 2.98 -7.82
C 5.93 2.94 -6.58
C 6.42 1.48 -6.25
N 7.16 0.98 -7.44
O 7.78 -0.26 -7.28
C 7.57 1.72 -5.20
C 5.26 0.63 -5.68
C 7.76 1.10 -9.90
H 4.81 0.50 -9.95
H 4.94 -0.19 -8.45
H 5.85 -0.88 -9.64
H 6.88 3.22 -8.90
H 5.49 2.62 -9.90
H 4.08 2.45 -7.76
H 4.97 4.06 -7.93
H 5.32 3.27 -5.74
H 6.72 3.69 -6.61
H 8.46 2.17 -5.65
H 7.20 2.47 -4.50
H 7.97 0.75 -4.89
H 4.80 1.15 -4.84
H 4.50 0.37 -6.42
H 5.55 -0.40 -5.46
H 8.46 1.93 -9.90
H 7.44 1.19 -10.94
H 8.32 0.18 -9.74
H 8.63 -0.01 -6.89

## Properties
LUMO energy (spin up / spin down) (eV): -10.70 / -10.65
Highest occupied orbital energy (spin up / spin down) (hartree): -0.5398 / -0.5399
E_tot (hartree): -4402.86955
Multiplicity: 7
Total charge: +2

5.
# C12H27BrNO7PS

A cluster of 3 separate species, C12H27BrNO7PS in total (the ωB97M-V functional and the def2-TZVPD basis, the Open Molecules 2025 dataset).

Positions of all 50 atoms, in Å:
N 3.47 -0.36 -2.11
C 3.01 -1.76 -2.29
C 1.49 -2.04 -1.83
P 1.62 -3.87 -1.21
S 2.36 -4.93 -2.70
O 0.95 -1.34 -0.66
C -0.38 -0.85 -0.95
O -0.98 0.13 -0.48
O -0.82 -1.78 -1.98
C 0.33 -1.71 -2.89
Br 0.26 -2.66 -4.61
H 3.56 -0.10 -1.12
H 2.93 0.32 -2.65
H 3.13 -2.16 -3.36
H 3.69 -2.42 -1.62
H 2.62 -3.94 -0.17
H 0.37 -4.36 -0.74
H 0.43 -0.57 -3.03
C -1.34 5.71 -1.20
O -0.97 4.53 -1.90
C -1.34 3.34 -1.20
C -2.60 2.72 -1.78
O -3.74 3.56 -1.55
C -4.10 4.30 -2.71
H -1.25 6.55 -1.88
H -2.37 5.66 -0.83
H -0.65 5.87 -0.36
H -1.45 3.54 -0.13
H -0.51 2.63 -1.32
H -2.80 1.78 -1.26
H -2.48 2.51 -2.84
H -4.59 3.65 -3.43
H -3.23 4.78 -3.17
H -4.80 5.08 -2.40
C -0.56 -1.90 5.46
O 0.86 -1.97 5.36
C 1.29 -3.08 4.56
C 1.69 -2.62 3.16
O 0.56 -2.15 2.43
C 0.50 -0.73 2.39
H -0.82 -0.92 5.87
H -1.04 -2.01 4.48
H -0.93 -2.67 6.14
H 0.51 -3.85 4.52
H 2.16 -3.50 5.06
H 2.09 -3.48 2.62
H 2.47 -1.86 3.21
H 1.25 -0.34 1.69
H 0.65 -0.29 3.38
H -0.49 -0.44 2.03

## Properties
LUMO energy (eV): 0.05
Highest occupied orbital energy (hartree): -0.3191
SMILES: NC[C@@]1([PH2]=S)OC(=O)O[C@@H]1Br.COCCOC.COCCOC
E_tot (hartree): -4368.24943
Multiplicity: 1
Total charge: 0

6.
# C12H27Cl3IN2O5

A cluster of 4 separate species, C12H27Cl3IN2O5 in total (the ωB97M-V functional and the def2-TZVPD basis, the Open Molecules 2025 dataset).

Positions of all 50 atoms, in Å:
C 1.84 -0.32 -0.25
C 0.53 0.41 0.01
C -0.79 -0.42 0.12
Cl -0.37 -2.17 0.31
N -1.68 -0.05 -0.98
I -1.12 -1.01 -2.73
C -3.17 -0.13 -0.76
C -3.88 0.46 -2.00
N -3.25 1.62 -2.64
C -3.60 -1.66 -0.54
O -3.37 -2.08 0.61
O -4.07 -2.25 -1.53
C -3.64 0.60 0.53
Cl -5.38 0.27 0.79
C -3.53 2.13 0.73
C -4.43 3.04 -0.11
Cl -1.83 2.73 0.61
H 2.18 -0.92 0.59
H 2.62 0.44 -0.41
H 1.81 -0.92 -1.16
H 0.63 0.97 0.94
H 0.36 1.13 -0.79
H -1.29 -0.20 1.05
H -4.89 0.75 -1.70
H -4.00 -0.33 -2.73
H -2.68 2.15 -1.99
H -2.66 1.32 -3.40
H -3.17 0.11 1.38
H -3.77 2.30 1.78
H -4.88 3.80 0.54
H -3.86 3.58 -0.87
H -5.23 2.49 -0.59
C 4.78 -2.88 0.00
O 4.65 -1.70 0.78
H 4.30 -2.68 -0.95
H 5.83 -3.13 -0.18
H 4.27 -3.73 0.48
H 5.06 -1.85 1.64
C -1.07 4.21 4.51
O -1.97 4.23 3.42
H -1.62 4.59 5.38
H -0.72 3.20 4.74
H -0.21 4.86 4.34
H -1.50 3.89 2.64
C 8.08 -4.68 -2.23
O 8.01 -3.52 -1.42
H 7.60 -4.45 -3.17
H 9.11 -4.98 -2.43
H 7.55 -5.52 -1.77
H 8.44 -3.71 -0.58

## Properties
LUMO energy (eV): 2.03
Highest occupied orbital energy (hartree): -0.1674
E_tot (hartree): -2637.40926
Multiplicity: 1
Total charge: -1

7.
# C12H27O3P

A cluster of 2 separate species, C12H27O3P in total (the ωB97M-V functional and the def2-TZVPD basis, the Open Molecules 2025 dataset).

Positions of all 43 atoms, in Å:
C -3.00 -3.26 0.57
C -2.46 -1.84 0.77
C -2.44 -0.86 -0.51
C -1.40 -1.31 -1.46
O -0.20 -1.20 -0.93
C 0.83 -1.53 -1.46
P 2.35 -1.27 -0.40
O 3.55 -1.90 -1.23
C 1.94 -1.47 1.09
C 3.26 -1.41 2.06
H 3.49 -0.13 2.13
H 3.93 -1.86 1.55
H 3.04 -1.89 2.96
H 1.63 -2.43 1.24
H 1.19 -0.83 1.35
C 2.67 0.64 -0.54
O 1.73 1.18 0.02
C 1.66 2.68 -0.15
C 0.50 3.41 0.26
C -0.84 2.81 -0.34
C -2.17 3.20 0.07
H -2.31 4.39 0.33
H -2.22 2.96 1.24
H -3.03 2.88 -0.24
H -0.75 3.27 -1.73
H -0.66 1.69 -0.46
H 0.32 2.82 1.37
H 0.46 4.55 0.24
H 2.49 3.15 0.39
H 1.82 2.92 -1.24
H 2.83 1.04 -1.78
H 3.69 0.86 -0.33
H 0.88 -2.48 -1.70
H 0.93 -1.05 -2.51
H -1.53 -2.40 -1.73
H -1.49 -0.47 -2.31
H -2.47 0.10 -0.35
H -3.55 -1.03 -0.76
H -3.32 -1.34 1.51
H -1.73 -1.69 1.30
H -3.95 -3.36 0.19
H -2.49 -3.69 0.06
H -3.19 -3.87 1.45

## Properties
LUMO energy (eV): 0.67
ΔE to the lowest compared entry with this formula, charge and spin (kcal per mole): 322.3
Highest occupied orbital energy (hartree): -0.3230
E_tot (hartree): -1039.99205
Multiplicity: 1
Total charge: 0

8.
# C12H28AlClN2O5P

A structure of composition C12H28AlClN2O5P (the ωB97M-V functional and the def2-TZVPD basis, the Open Molecules 2025 dataset).

Positions of all 50 atoms, in Å:
C -5.89 -0.18 1.08
C -4.34 -0.20 0.82
O -4.14 0.28 -0.51
P -2.97 1.48 -0.54
O -3.15 2.53 0.52
C -1.32 0.59 -0.45
C -0.26 1.44 0.35
C 0.18 0.65 1.63
C 1.74 0.49 1.63
O 2.49 1.62 1.18
Al 3.90 0.95 0.19
Cl 3.51 0.51 -1.98
C 5.79 1.54 0.63
N 6.67 1.24 -0.56
O 3.71 -0.71 1.04
C 2.29 -0.86 1.01
C 1.93 -2.13 1.84
N 1.64 -3.33 1.06
C 2.71 -3.68 0.12
O -2.97 2.28 -2.03
C -3.77 1.61 -3.02
C -3.06 0.32 -3.54
H -6.20 -1.13 1.55
H -6.21 0.70 1.66
H -6.38 -0.11 0.08
H -3.82 0.40 1.59
H -3.98 -1.24 0.94
H -1.49 -0.41 -0.02
H -0.98 0.43 -1.49
H 0.57 1.62 -0.35
H -0.63 2.42 0.67
H -0.24 -0.37 1.70
H -0.09 1.26 2.51
H 2.03 0.47 2.72
H 5.90 2.61 0.89
H 6.15 0.92 1.47
H 6.52 0.26 -0.77
H 6.31 1.74 -1.37
H 1.87 -0.85 -0.02
H 1.00 -1.89 2.41
H 2.71 -2.29 2.61
H 0.73 -3.30 0.63
H 2.30 -3.77 -0.91
H 3.06 -4.71 0.39
H 3.59 -3.03 0.17
H -3.89 2.31 -3.87
H -4.80 1.40 -2.65
H -2.13 0.65 -4.04
H -2.83 -0.38 -2.72
H -3.72 -0.20 -4.25

## Properties
LUMO energy (eV): 2.54
Highest occupied orbital energy (hartree): -0.1706
E_tot (hartree): -2003.97536
Multiplicity: 1
Total charge: -1

9.
# C12H28BrNO7Si

A cluster of 4 separate species, C12H28BrNO7Si in total (the ωB97M-V functional and the def2-TZVPD basis, the Open Molecules 2025 dataset).

Positions of all 50 atoms, in Å:
N -4.55 0.97 3.29
Si -3.96 1.48 1.75
O -2.37 1.16 1.58
Br -5.20 0.46 0.19
H -5.29 0.28 3.21
H -3.82 0.55 3.83
H -4.12 2.92 1.58
H -2.17 0.23 1.71
C -6.81 -4.22 1.15
C -5.33 -4.06 0.91
O -4.77 -2.99 1.68
C -4.40 -3.11 2.96
C -4.72 -4.37 3.73
O -3.86 -2.17 3.48
H -7.03 -4.49 2.18
H -7.21 -5.01 0.50
H -7.33 -3.29 0.93
H -4.77 -4.98 1.08
H -5.15 -3.76 -0.12
H -5.62 -4.19 4.32
H -3.90 -4.56 4.42
H -4.87 -5.25 3.11
C 0.38 1.86 -0.34
C 1.10 0.54 -0.41
O 2.52 0.68 -0.48
C 3.29 0.87 0.61
C 2.64 1.13 1.95
O 4.48 0.86 0.48
H 0.64 2.41 0.57
H -0.70 1.71 -0.34
H 0.65 2.49 -1.19
H 0.83 -0.13 0.40
H 0.84 0.03 -1.34
H 2.66 2.21 2.13
H 3.25 0.65 2.72
H 1.62 0.78 2.04
C 4.78 1.56 -2.80
C 5.49 1.15 -4.07
O 5.42 2.15 -5.10
C 6.25 3.20 -5.15
C 7.22 3.46 -4.02
O 6.17 3.94 -6.09
H 5.23 2.45 -2.36
H 4.81 0.77 -2.07
H 3.74 1.80 -3.02
H 6.53 0.87 -3.89
H 5.01 0.28 -4.51
H 6.78 4.22 -3.37
H 8.13 3.86 -4.44
H 7.47 2.59 -3.42

## Properties
LUMO energy (eV): 0.26
Highest occupied orbital energy (hartree): -0.3632
SMILES: N[Si@@H](O)Br.CCOC(C)=O.CCOC(C)=O.CCOC(C)=O
E_tot (hartree): -3919.11401
Multiplicity: 1
Total charge: 0

10.
# C12H28F6NO14S2V

A structure of composition C12H28F6NO14S2V (the ωB97M-V functional and the def2-TZVPD basis, the Open Molecules 2025 dataset).

Positions of all 64 atoms, in Å:
O -15.39 11.06 26.25
V -16.75 11.08 25.38
O -17.12 9.54 25.13
C -18.04 13.37 24.70
O -18.73 14.35 24.32
O -16.82 13.42 25.17
O -18.46 12.10 24.58
C -16.76 6.39 27.57
F -16.85 6.79 26.32
F -17.71 6.98 28.31
F -16.97 5.07 27.61
S -15.11 6.86 28.25
O -14.15 6.29 27.33
O -15.15 8.28 28.31
N -15.19 6.05 29.68
S -14.24 6.88 30.64
O -12.88 6.99 30.17
O -14.81 8.06 31.23
C -14.06 5.69 32.05
F -13.30 6.22 33.01
F -15.23 5.31 32.56
F -13.44 4.57 31.63
O -17.92 10.77 27.47
H -18.88 10.68 27.48
H -17.59 10.40 28.29
O -15.59 11.30 23.56
H -14.83 10.69 23.42
H -15.50 12.04 22.96
C -10.05 9.23 25.79
C -11.27 8.78 26.58
C -11.94 9.94 27.29
O -12.16 8.15 25.64
H -9.34 9.71 26.46
H -10.36 9.94 25.02
H -9.67 8.37 25.23
H -10.92 8.02 27.29
H -12.71 10.43 26.70
H -11.22 10.72 27.59
H -12.35 9.66 28.26
H -12.79 7.60 26.14
C -20.97 7.87 21.50
C -20.11 9.10 21.19
C -18.87 9.12 22.07
O -19.71 9.04 19.78
H -21.53 8.03 22.42
H -20.31 7.00 21.60
H -21.63 7.65 20.66
H -20.65 10.04 21.31
H -18.32 10.04 21.90
H -18.28 8.21 21.98
H -19.19 9.21 23.11
H -19.29 8.18 19.66
C -14.84 7.63 23.13
C -13.73 8.50 22.54
C -14.18 9.11 21.22
O -13.36 9.54 23.47
H -15.24 6.93 22.39
H -15.66 8.31 23.40
H -14.55 7.12 24.05
H -12.85 7.86 22.41
H -14.63 8.32 20.62
H -13.32 9.44 20.63
H -14.86 9.95 21.34
H -13.02 9.04 24.23

## Properties
LUMO energy (eV): 4.28
Highest occupied orbital energy (hartree): -0.0813
E_tot (hartree): -3921.87881
Multiplicity: 1
Total charge: -2

no.,largest force on an atom (eV/Å)
1,2.5
2,2.1
3,0.3
4,3.6
5,5.5
6,0.8
7,18.4
8,2.8
9,0.8
10,1.7